112
Properties=species:S:1:pos:R:3:forces:R:3 method="wB97M-V/def2-TZVPD" de_lowest_kj_mol=0.0 largest_force_ev_per_a=1.28 homo_lumo_gap_ev=6.8 total_charge=-1 homo_energy_ev=-4.78
O 3.566 0.718 1.102 0.24 -0.46 -0.24
O 0.575 4.192 0.054 -0.02 0.27 -0.13
O 2.179 -0.154 2.636 -0.65 0.86 -0.08
O -0.820 1.219 3.992 0.12 0.07 0.15
O 1.985 -5.345 -0.620 -0.23 0.37 -0.27
O -7.467 0.358 -3.688 -0.02 0.01 -0.08
O 0.902 -1.664 1.465 -0.07 -1.06 -0.53
O 4.676 3.030 -1.890 -0.02 0.07 -0.04
O -1.238 2.504 5.808 0.19 -0.41 -0.67
O -1.933 -6.154 -1.657 -0.44 -0.13 -0.15
O -2.754 1.381 -0.964 -0.04 -0.10 -0.07
N -3.507 -7.157 -0.415 -0.07 0.21 0.04
N -4.521 2.712 -1.285 -0.09 -0.03 0.20
N 1.808 -0.613 -1.918 0.31 -0.50 0.26
N 4.726 1.666 3.011 -0.12 -0.71 -0.17
N 6.828 3.611 -1.683 -0.05 0.04 0.19
N 0.639 6.016 -1.245 0.08 -0.13 -0.15
N -5.276 -0.074 -3.485 -0.06 0.00 -0.22
C 2.121 -2.401 3.751 -0.61 -0.46 0.41
C -6.371 -0.497 -5.637 -0.07 0.01 0.00
C 0.126 1.998 3.226 -0.07 0.77 -0.15
C 0.964 -0.864 -0.740 -0.15 0.56 -0.75
C -3.957 -0.505 -3.920 -0.08 0.15 0.37
C 1.763 -1.088 0.541 0.65 1.10 0.12
C -0.022 1.662 1.743 -0.33 -0.17 0.29
C -3.863 2.146 1.017 0.08 -0.06 -0.06
C -5.653 3.539 -0.912 0.12 -0.11 -0.44
C 2.967 -3.171 -0.467 0.23 0.03 0.81
C 1.570 -3.860 3.746 0.70 0.57 -0.27
C -6.428 -0.037 -4.199 -0.05 0.06 0.17
C 8.041 3.978 -0.979 -0.07 -0.06 -0.45
C 2.132 0.256 1.337 -0.23 -0.55 0.54
C 4.143 1.087 2.188 0.15 1.12 -0.22
C 0.934 6.783 -2.438 -0.20 0.14 0.41
C 0.887 4.693 -1.012 -0.06 -0.10 0.11
C 5.603 3.325 -1.153 -0.09 -0.05 0.02
C 0.728 -5.920 -0.916 0.93 -0.62 0.04
C -3.654 2.040 -0.473 0.19 -0.08 -0.01
C -3.296 -4.710 -0.327 0.02 -0.02 -0.04
C -2.850 -6.050 -0.861 0.12 0.05 -0.07
C 3.090 -1.829 0.280 -0.26 -0.35 -0.24
C -4.608 -7.226 0.527 0.23 -0.35 -0.22
C -0.097 0.449 6.160 0.24 -0.06 -0.04
C 1.833 -4.057 0.004 -0.01 -0.53 -0.21
C 5.468 3.393 0.347 -0.04 0.09 -0.24
C 1.547 3.908 -2.117 -0.12 0.04 0.00
C -0.771 1.500 5.311 -0.19 0.28 1.08
C 1.307 1.514 1.009 0.36 0.00 0.78
B 1.252 -1.341 2.874 0.43 0.34 -0.31
H 0.906 -6.734 -1.624 -0.02 0.00 0.04
H 8.376 4.962 -1.316 0.10 0.01 0.14
H 0.854 0.156 5.711 -0.10 -0.07 -0.13
H -0.703 -0.454 6.250 -0.06 0.02 -0.25
H 1.162 1.622 -0.061 0.05 -0.06 -0.04
H 2.486 0.121 -1.766 -0.13 0.22 -0.14
H -4.316 -7.836 1.385 -0.13 0.07 0.09
H 0.350 -1.738 -0.956 0.16 -0.17 0.17
H -4.315 2.592 -2.264 -0.03 0.07 -0.02
H -3.622 -1.334 -3.296 0.12 -0.02 -0.09
H -5.765 3.589 0.165 0.06 -0.03 0.02
H 3.600 -1.945 1.238 -0.15 -0.15 0.07
H 5.690 4.403 0.697 0.10 -0.06 0.10
H -4.845 1.754 1.287 -0.03 0.13 0.07
H -6.565 3.124 -1.347 -0.08 0.08 0.10
H 2.901 -2.998 -1.539 -0.15 -0.03 -0.03
H -0.126 3.048 3.410 0.04 0.01 -0.12
H -3.158 -8.016 -0.808 0.01 -0.01 0.02
H 0.600 -3.875 3.247 -0.10 -0.28 0.18
H 1.602 7.610 -2.185 0.04 0.02 -0.17
H 1.148 1.860 3.588 -0.09 -0.46 0.04
H 1.681 2.882 -1.792 0.03 0.00 0.07
H -0.658 0.777 1.681 0.22 -0.16 -0.15
H -5.680 0.124 -6.209 0.07 -0.11 -0.03
H 0.301 -6.371 -0.011 -0.33 0.23 -0.05
H 0.197 -0.982 3.364 0.01 -0.27 0.46
H -4.888 -6.239 0.877 0.04 0.03 -0.02
H 2.262 -4.492 3.183 -0.22 -0.14 -0.09
H -2.679 -3.933 -0.768 0.06 -0.06 -0.01
H 2.080 -2.057 4.795 0.13 0.17 -0.08
H 0.196 6.484 -0.471 0.01 0.01 0.01
H 1.408 6.167 -3.193 0.01 -0.04 0.03
H -3.102 1.562 1.527 0.05 0.00 -0.08
H 3.889 -3.730 -0.272 0.03 -0.01 -0.19
H -3.250 0.318 -3.806 0.11 -0.09 -0.02
H -5.381 0.245 -2.534 0.10 -0.02 0.03
H 7.879 4.008 0.092 -0.05 -0.02 0.00
H 6.142 2.681 0.822 -0.01 0.08 0.14
H -0.565 2.488 1.285 -0.01 -0.10 -0.20
H 3.181 -2.392 3.479 -0.03 0.00 -0.07
H 1.820 -4.203 1.086 0.08 0.22 0.02
H -3.178 -4.673 0.757 -0.09 0.05 0.01
H 0.051 -5.224 -1.396 -0.08 0.18 0.18
H -4.339 -4.523 -0.590 -0.03 0.02 0.12
H 0.084 0.837 7.159 -0.10 0.12 -0.01
H 1.527 -4.292 4.748 -0.29 0.00 -0.01
H 3.743 -1.191 -0.318 -0.06 0.04 0.01
H -5.471 -7.691 0.046 -0.10 0.06 0.12
H 0.919 3.914 -3.010 0.08 0.04 -0.04
H -7.362 -0.408 -6.072 -0.03 0.03 0.09
H -5.510 4.548 -1.302 -0.10 0.06 0.12
H 6.856 3.549 -2.687 0.02 -0.03 0.00
H 4.452 3.145 0.630 -0.03 -0.04 -0.10
H 2.527 4.322 -2.350 0.04 -0.06 -0.09
H -3.776 3.186 1.337 -0.11 -0.02 0.08
H -6.056 -1.540 -5.691 0.10 0.04 -0.08
H -3.968 -0.824 -4.957 -0.07 0.00 0.00
H 1.266 -0.461 -2.752 -0.01 0.29 0.01
H 8.824 3.249 -1.199 0.09 0.05 0.14
H 0.008 7.196 -2.846 0.08 0.03 -0.15
H 0.254 -0.036 -0.623 -0.09 -0.22 0.42
H 0.858 -3.655 -0.276 0.03 0.12 0.06
H 1.921 2.366 1.313 0.00 0.08 -0.08